No. 1
66
Properties=species:S:1:pos:R:3:nbo_charge:R:1 method="wB97M-V/def2-TZVPD" total_charge=+4 homo_lumo_gap_ev=6.5 spin_multiplicity=1 lumo_ev=-12.71 homo_ev=-19.17 energy_ha=-1805.083757 relative_energy_kcal_mol=0.00
Ir -0.93242 -0.21003 -0.12671 1.2535
N -0.05131 -0.31581 -5.71094 -0.6702
C -0.07742 -0.44275 -4.19688 -0.0540
C -0.28175 -1.91329 -3.82909 -0.4491
C -0.10420 -2.18160 -2.32970 -0.0572
N -1.27795 -1.63505 -1.52492 -0.6909
C 1.22636 -1.64026 -1.82325 -0.4457
C 1.40667 -0.16044 -2.13337 -0.0579
N 0.51234 0.69663 -1.26059 -0.7304
C 1.22133 0.12893 -3.62794 -0.4469
H -0.91112 -0.67049 -6.14398 0.4638
H 0.72766 -0.84300 -6.12255 0.4580
H 0.05555 0.65789 -6.01555 0.4634
H -0.93353 0.15914 -3.87920 0.2289
H 0.47030 -2.52669 -4.33608 0.2621
H -1.25536 -2.27487 -4.17200 0.2520
H -0.12284 -3.26155 -2.18707 0.2625
H -1.74470 -2.41849 -1.06635 0.4354
H -1.97362 -1.22762 -2.15407 0.4280
H 2.02452 -2.19286 -2.32444 0.2769
H 1.35204 -1.83280 -0.75637 0.2515
H 2.42626 0.12235 -1.87202 0.2615
H 0.05720 1.42437 -1.81473 0.4244
H 1.12322 1.17682 -0.58299 0.4511
H 2.07473 -0.33521 -4.13325 0.2595
H 1.29583 1.20261 -3.82180 0.2495
C 0.04518 4.42121 3.60890 -0.2622
O 0.06191 2.97671 3.45995 -0.5043
C 0.94378 2.42828 2.61734 0.3167
C 1.66014 3.11193 1.63454 -0.2874
C 2.61182 2.43416 0.88344 -0.1919
C 2.84886 1.07227 1.07965 -0.2729
C 2.12644 0.37857 2.04031 -0.2209
C 1.17084 1.04949 2.79197 0.0896
N 0.52526 0.47811 3.92734 -0.4357
C 0.26454 -0.74467 4.26199 0.2845
C 0.37483 -1.96159 3.48528 -0.2377
C 0.80851 -3.10024 4.17936 -0.0898
C 0.98081 -4.30734 3.52574 -0.1757
C 0.66269 -4.40642 2.17777 -0.1119
C 0.16731 -3.30587 1.48651 -0.2769
C 0.02317 -2.09156 2.12934 0.3809
O -0.55098 -1.01696 1.50533 -0.7199
H 1.04615 4.78240 3.83821 0.2168
H -0.62268 4.61870 4.43914 0.2414
H -0.33847 4.88902 2.70353 0.1885
H 1.53154 4.17812 1.50959 0.2619
H 3.21575 2.99089 0.17685 0.2575
H 3.65695 0.57723 0.55617 0.2505
H 2.36336 -0.65541 2.25509 0.2476
H 0.29972 1.18856 4.62490 0.4633
H -0.05355 -0.86051 5.29496 0.2571
H 1.03416 -3.02632 5.23677 0.2576
H 1.33923 -5.17058 4.06934 0.2745
H 0.76797 -5.35527 1.66809 0.2599
H -0.14109 -3.41302 0.45338 0.1935
C -2.82102 2.99810 -0.09618 -0.8237
S -3.29902 1.80556 -1.32701 1.2873
C -4.48889 0.85823 -0.40345 -0.8239
O -2.04485 0.87576 -1.54419 -1.0096
H -2.51717 2.50294 0.82707 0.2400
H -3.69379 3.62917 0.08751 0.3022
H -2.02658 3.61410 -0.51439 0.2687
H -4.82811 0.03182 -1.02639 0.2749
H -5.33838 1.52194 -0.22282 0.3030
H -4.07409 0.51657 0.54494 0.2469



No. 2
71
Properties=species:S:1:pos:R:3:lowdin_spin:R:1 method="wB97M-V/def2-TZVPD" total_charge=+4 homo_lumo_gap_ev="8.5 / 5.1" spin_multiplicity=4 lumo_ev="-10.68 / -14.03" homo_ev="-19.18 / -19.18" energy_ha=-2338.375827 relative_energy_kcal_mol=0.00
P -3.43337 -2.85943 1.21137 0.6359
C -2.11228 -3.11576 2.47802 0.0910
H -2.30263 -4.03590 3.04497 0.0198
H -2.15085 -2.26166 3.16942 0.0039
H -1.11016 -3.15709 2.02421 -0.0004
C -4.84197 -3.70211 2.05344 0.0923
H -5.73874 -3.58193 1.42466 0.0009
H -4.98751 -3.20062 3.01576 -0.0006
H -4.63395 -4.76633 2.21154 0.0213
C -2.88814 -4.05280 -0.09403 0.0948
H -3.13298 -5.09189 0.17118 0.0199
H -1.80607 -3.96339 -0.28962 -0.0004
H -3.42204 -3.79231 -1.02018 0.0035
P 3.36921 -1.14253 -3.58268 0.5941
C 4.60856 -1.59466 -2.34119 0.0794
H 5.51142 -1.98406 -2.82241 0.0227
H 4.18926 -2.35053 -1.66411 0.0021
H 4.85633 -0.71712 -1.72996 0.0000
C 3.07416 -2.63560 -4.56682 0.0920
H 2.27087 -2.41029 -5.28154 0.0012
H 2.68920 -3.39943 -3.87178 0.0006
H 3.97990 -2.98709 -5.08374 0.0236
C 4.09165 0.31046 -4.40858 0.0895
H 4.98178 0.04982 -5.00499 0.0231
H 4.33601 1.03972 -3.61587 -0.0004
H 3.31708 0.76708 -5.04211 0.0022
P -1.08889 4.29074 1.11146 0.6244
C 0.29351 3.83233 2.24730 0.0934
H 0.82805 4.71694 2.60757 0.0219
H 1.01772 3.16869 1.75179 -0.0001
H -0.13117 3.29765 3.10596 0.0001
C -0.20801 5.33712 -0.11997 0.0899
H 0.06033 6.31023 0.30355 0.0199
H -0.89141 5.49377 -0.96579 0.0029
H 0.69597 4.83270 -0.48891 -0.0005
C -1.93223 5.55237 2.14414 0.0911
H -1.37510 6.49620 2.14602 0.0202
H -2.03349 5.16279 3.16381 -0.0002
H -2.93133 5.72766 1.71864 0.0035
Tc -0.28648 0.03587 -1.40787 0.0181
C 0.59285 -1.72183 -1.17393 0.0108
O 1.07901 -2.78800 -1.10300 0.0035
C 1.58783 0.81332 -1.23003 0.0150
O 2.67982 1.24059 -1.16452 0.0075
C -0.59403 1.46741 -2.92531 0.0013
C -1.62041 1.56465 -1.96870 0.0071
C -2.34396 0.41556 -1.61997 0.0020
C -2.02927 -0.82719 -2.17543 0.0034
C -0.98622 -0.93442 -3.10965 0.0015
C -0.31886 0.22614 -3.50212 0.0102
H -0.02194 2.35625 -3.17622 0.0001
H -1.82592 2.53477 -1.50695 0.0093
H -3.19211 0.47642 -0.94820 0.0016
H -2.57889 -1.71154 -1.86506 0.0020
H -0.72425 -1.89846 -3.51841 0.0001
H 0.43651 0.14841 -4.28974 0.0044
N 2.41472 -0.58093 4.99247 0.0001
C 2.34298 -0.49437 3.62571 0.0003
O 3.33093 -0.62368 2.90564 0.0008
C 1.00477 -0.17226 3.05183 0.0029
C -0.10611 0.23425 3.79441 -0.0004
C -1.28567 0.54676 3.12633 0.0030
C -1.30853 0.50616 1.72335 0.0106
N -0.24118 0.11911 0.98795 0.0017
C 0.87880 -0.23752 1.65232 0.0005
H 3.27600 -0.91076 5.36594 0.0000
H 1.58866 -0.73346 5.56066 0.0000
H -0.05958 0.31172 4.88144 -0.0001
H -2.20080 0.83429 3.65176 0.0000
H -2.22972 0.80028 1.20141 0.0040
H 1.72237 -0.58129 1.05337 0.0000



No. 3
169
Properties=species:S:1:pos:R:3:lowdin_spin:R:1 method="wB97M-V/def2-TZVPD" total_charge=+1 homo_lumo_gap_ev="7.0 / 1.2" spin_multiplicity=2 lumo_ev="-3.13 / -8.91" homo_ev="-10.10 / -10.10" energy_ha=-3050.860411 relative_energy_kcal_mol=25.86
C -1.75245 2.74384 -6.59709 0.0179
C -0.98781 4.00870 -6.16885 0.1071
C 0.52039 3.64394 -6.30025 0.0958
O 0.99659 2.58165 -5.45379 0.2977
C 0.84964 2.74151 -4.02444 0.0293
N -1.25762 5.04957 -7.19439 0.3637
H -1.38680 1.87001 -6.05780 0.0003
H -1.55776 2.63694 -7.66422 0.0010
H -2.82754 2.89581 -6.50123 0.0047
H -1.16315 4.37925 -5.15888 0.0048
H 1.09340 4.51334 -5.97789 0.0180
H 0.89604 3.48084 -7.31040 0.0003
H -0.08881 3.05495 -3.56711 0.0150
H 1.46710 3.56446 -3.66446 0.0123
H 1.06142 1.83414 -3.45882 0.0001
H -0.67857 5.87353 -7.11772 0.0146
H -1.08645 4.79613 -8.15698 0.0120
C -2.36097 -2.61405 -0.99687 0.0000
C -1.47761 -3.83646 -1.02564 0.0000
C -0.09722 -3.56542 -1.56543 0.0000
O -0.03671 -3.01806 -2.91554 0.0000
C -0.43890 -3.85666 -4.01192 0.0000
N -1.47733 -4.47813 0.32584 0.0000
H -2.23920 -1.96445 -0.13011 0.0000
H -3.43841 -2.77037 -1.04980 0.0000
H -1.95263 -1.95521 -1.76322 0.0000
H -1.95498 -4.59837 -1.64184 0.0000
H 0.49146 -4.48252 -1.54375 0.0000
H 0.49482 -2.91365 -0.92294 0.0000
H -0.01152 -4.85670 -3.93865 0.0000
H -0.10468 -3.55193 -5.00366 0.0000
H -1.52699 -3.83152 -4.07129 0.0000
H -1.12018 -3.75646 0.93557 0.0000
H -0.89166 -5.29203 0.44695 0.0000
C -1.84107 3.66668 2.96783 0.0000
C -2.23944 3.62303 4.42470 0.0000
C -3.71213 4.00987 4.49399 0.0000
O -3.84908 5.47661 4.27160 0.0000
C -5.06485 5.86062 3.83432 0.0000
N -2.07886 2.25223 4.93901 0.0000
H -2.34925 2.90448 2.37715 0.0000
H -0.83411 3.70992 2.55280 0.0000
H -2.24240 4.57623 2.52087 0.0000
H -1.55717 4.37075 4.82907 0.0000
H -4.11129 3.75417 5.47552 0.0000
H -4.34229 3.41205 3.83551 0.0000
H -5.83570 5.75672 4.59794 0.0000
H -5.42316 5.14309 3.09616 0.0000
H -4.98455 6.83487 3.35215 0.0000
H -1.12744 2.06239 5.21988 0.0000
H -2.38608 2.15147 5.89586 0.0000
C 3.86303 2.07947 3.81394 0.0000
C 2.52037 1.63626 3.10593 0.0000
C 1.45905 0.91195 3.96073 0.0000
O 2.00962 -0.33501 4.36562 0.0000
C 1.85996 -0.62702 5.74660 0.0000
N 1.90704 2.86415 2.61680 0.0000
H 4.69822 2.38424 3.18334 0.0000
H 4.15045 1.29902 4.51849 0.0000
H 3.68822 2.97211 4.41457 0.0000
H 2.68195 1.01413 2.22563 0.0000
H 0.58602 0.67619 3.35218 0.0000
H 1.16224 1.51290 4.82030 0.0000
H 2.43628 0.03158 6.39637 0.0000
H 2.14666 -1.66519 5.91426 0.0000
H 0.83539 -0.65490 6.11751 0.0000
H 2.50668 3.30859 1.93635 0.0000
H 1.12407 2.54101 2.06666 0.0000
C 4.31870 -4.82252 -3.81625 0.0000
C 3.15833 -4.37871 -4.70805 0.0001
C 3.45532 -3.02659 -5.34836 0.0000
O 3.75156 -1.95805 -4.41482 0.0001
C 2.68097 -1.52946 -3.47824 0.0000
N 2.95279 -5.37996 -5.65451 0.0002
H 4.51528 -4.02696 -3.09754 0.0000
H 5.26624 -5.00879 -4.32179 0.0000
H 4.06800 -5.75153 -3.30421 0.0000
H 2.24314 -4.43749 -4.11894 0.0000
H 2.63222 -2.77991 -6.01900 0.0000
H 4.36040 -3.05386 -5.95515 0.0000
H 2.60077 -2.28166 -2.69347 0.0000
H 1.69090 -1.25413 -3.84162 0.0000
H 2.93719 -0.61618 -2.94126 0.0000
H 2.50397 -6.25225 -5.41411 0.0000
H 2.33998 -5.08590 -6.40156 0.0000
C -0.81976 -2.57827 3.71139 0.0000
C -2.33675 -2.80302 3.77796 0.0000
C -3.06277 -2.41025 5.10136 0.0000
O -2.71626 -3.23837 6.18573 0.0000
C -1.79139 -2.58950 7.06298 0.0000
N -2.83664 -2.03272 2.64987 0.0000
H -0.47070 -1.65038 4.16448 0.0000
H -0.51366 -2.65013 2.66773 0.0000
H -0.33180 -3.30243 4.36375 0.0000
H -2.52947 -3.86992 3.66536 0.0000
H -4.11821 -2.61959 4.92720 0.0000
H -2.96919 -1.34046 5.28817 0.0000
H -1.43360 -3.09469 7.96012 0.0000
H -1.97796 -1.56605 7.38832 0.0000
H -0.84763 -2.37190 6.56293 0.0000
H -2.39010 -2.30524 1.78590 0.0000
H -3.81132 -2.13879 2.40730 0.0000
C 5.53325 2.88131 -1.44762 0.0002
C 4.15143 2.58784 -1.73645 0.0001
C 3.52761 1.42651 -0.91163 0.0001
O 4.51402 0.34623 -0.75423 0.0003
C 4.09820 -0.87931 -0.11520 0.0000
N 3.43772 3.83940 -1.68997 0.0014
H 6.20921 2.04455 -1.62367 0.0001
H 5.55735 3.14228 -0.38960 0.0000
H 6.05743 3.61405 -2.06117 0.0000
H 4.21257 2.27781 -2.77964 0.0000
H 2.56346 1.21622 -1.37455 0.0000
H 3.30496 1.84342 0.07056 0.0000
H 3.42630 -1.49785 -0.71022 0.0000
H 3.53312 -0.78814 0.81242 0.0000
H 4.98105 -1.40047 0.25500 0.0000
H 2.49885 3.69810 -2.03446 0.0007
H 3.41876 4.12024 -0.71998 0.0000
C 2.70254 -4.87559 0.78327 0.0000
C 1.82759 -4.43287 2.04849 0.0000
C 2.08320 -5.16985 3.37042 0.0000
O 1.20046 -6.33953 3.46804 0.0000
C -0.13219 -6.01030 3.91657 0.0000
N 2.15715 -3.04372 2.28149 0.0002
H 2.55270 -5.91828 0.50321 0.0000
H 3.75342 -4.66414 0.98084 0.0000
H 2.39360 -4.32512 -0.10535 0.0000
H 0.75678 -4.50687 1.85883 0.0000
H 1.96749 -4.49629 4.21955 0.0000
H 3.12979 -5.42481 3.20383 0.0000
H -0.64867 -5.53631 3.08191 0.0000
H 0.02327 -5.45322 4.84048 0.0000
H -0.54234 -7.01161 4.04791 0.0000
H 1.80036 -2.83820 3.20375 0.0000
H 1.53506 -2.58255 1.63309 0.0000
C -3.64781 1.72018 -3.48325 0.0001
C -3.90379 0.89719 -2.20699 0.0000
C -4.64663 1.56525 -1.04645 0.0000
O -3.82617 2.61088 -0.50355 0.0000
C -4.63241 3.36630 0.41063 0.0000
N -4.58333 -0.31177 -2.60034 0.0001
H -3.12458 2.65470 -3.28072 0.0000
H -4.60767 1.90964 -3.96374 0.0000
H -3.08814 1.17229 -4.24134 0.0001
H -2.96219 0.62425 -1.73056 0.0000
H -4.87984 0.81062 -0.29529 0.0000
H -5.69164 1.80435 -1.24367 0.0000
H -4.23060 4.31696 0.76123 0.0000
H -4.81448 2.75959 1.29767 0.0000
H -5.62933 3.59758 0.03544 0.0000
H -4.24468 -0.67807 -3.47855 0.0000
H -5.51446 -0.03362 -2.87554 0.0000
C -0.42178 4.30184 -1.16983 0.0002
O 0.16008 3.24135 -0.97965 0.0010
N -1.66195 4.55865 -0.82447 -0.0001
N 0.07606 5.36789 -1.74640 0.0001
H -2.15742 3.77452 -0.42478 0.0000
H -1.94101 5.52917 -0.80720 0.0000
H -0.65189 5.88760 -2.21553 0.0000
H 0.97868 5.41932 -2.19664 0.0001
C 0.10521 -0.02948 0.33346 0.0000
O 0.18977 -1.12891 0.84606 0.0000
N 0.12974 1.16620 0.90234 0.0000
N -0.03342 0.14519 -0.91865 0.0000
H -0.10428 1.95348 0.31452 0.0000
H -0.16299 1.11615 1.86769 0.0000
H -0.12023 1.08960 -1.26601 0.0000
H -0.07223 -0.65749 -1.53045 0.0000